(A)
{"formula": "C3H5NO2S", "method": "the ωB97M-V functional and the def2-TZVPD basis", "elements": ["O", "N", "C", "C", "O", "C", "S", "H", "H", "H", "H", "H"], "coordinates": [[-0.040, 2.136, -2.469], [0.598, 1.450, -1.570], [-0.183, 0.552, -0.907], [0.196, 0.093, 0.558], [-0.379, -1.196, 0.555], [-0.209, -2.023, 1.610], [0.433, -1.647, 3.067], [0.588, 2.357, -3.074], [-1.192, 0.179, -1.197], [-0.389, 0.689, 1.399], [1.201, 0.382, 0.852], [-0.625, -2.974, 1.177]], "lowdin_charge": [-0.0088, -0.0595, -0.0440, -0.2153, -0.1894, -0.6933, 0.6822, 0.0512, 0.1229, 0.1464, 0.1071, 0.1006], "homo_lumo_gap_ev": 9.45}


(B)
{"formula": "C3H5NO2S", "method": "the ωB97M-V functional and the def2-TZVPD basis", "elements": ["C", "C", "C", "N", "O", "O", "S", "H", "H", "H", "H", "H"], "coordinates": [[0.916, -1.915, 0.160], [-0.146, -1.116, 0.195], [-1.415, 1.542, -0.419], [-0.248, 2.075, 0.036], [1.415, -2.596, 1.202], [-1.157, -0.524, -0.196], [1.577, -1.937, -1.376], [-1.521, 1.374, -1.532], [-2.180, 1.918, 0.121], [0.570, 1.603, -0.418], [-0.150, 2.283, 1.039], [2.337, -2.706, 1.189]], "lowdin_charge": [-0.9575, -0.1937, 0.0269, 0.0661, 0.0048, -0.0380, 0.5725, 0.1381, 0.0593, 0.1304, 0.1234, 0.0677], "homo_lumo_gap_ev": [6.03, 6.01]}


Least stable of them? (B).


(A)
{"formula": "C4H10OS", "method": "the ωB97M-V functional and the def2-TZVPD basis", "elements": ["C", "C", "C", "C", "O", "S", "H", "H", "H", "H", "H", "H", "H", "H", "H", "H"], "coordinates": [[-2.360, 1.145, 0.219], [2.096, 0.741, 0.549], [-0.150, -2.452, -0.555], [1.968, 1.960, 1.036], [-1.568, 0.274, -2.104], [-2.743, 0.520, -1.274], [-1.324, 1.131, 0.482], [-3.254, 1.304, 0.947], [2.865, 0.089, 0.697], [-0.070, -2.068, -1.661], [1.265, 0.303, -0.005], [0.491, -3.377, -0.468], [0.166, -1.754, 0.072], [-1.159, -2.866, -0.466], [1.180, 2.607, 0.731], [2.595, 2.443, 1.800]], "lowdin_charge": [-0.2974, -0.0584, -0.0475, -0.0697, -0.5828, 0.8346, -0.0104, 0.0558, 0.0153, 0.0623, 0.0347, 0.0362, -0.0745, 0.0185, 0.0282, 0.0550], "homo_lumo_gap_ev": 9.48}


(B)
{"formula": "C4H10OS", "method": "the ωB97M-V functional and the def2-TZVPD basis", "elements": ["C", "C", "O", "H", "H", "H", "H", "C", "C", "S", "H", "H", "H", "H", "H", "H"], "coordinates": [[-0.341, 2.879, -1.390], [-0.826, 1.903, -0.531], [-1.798, 2.173, 0.338], [-0.168, 2.364, -2.350], [-0.267, 3.988, -1.408], [-0.439, 0.868, -0.668], [-2.499, 2.194, -0.320], [0.104, -2.491, 0.584], [1.205, -1.468, 0.308], [1.881, -0.420, 1.668], [0.240, -2.954, 1.617], [0.276, -3.474, 0.114], [-0.962, -2.299, 0.419], [2.030, -2.063, -0.223], [0.875, -0.691, -0.404], [0.690, -0.510, 2.245]], "lowdin_charge": [0.0172, -0.3026, -0.0108, 0.0438, 0.0628, 0.0883, 0.1040, -0.1884, -0.6303, 0.6568, 0.0841, 0.0611, 0.0670, 0.0892, 0.0158, -0.1582], "homo_lumo_gap_ev": 9.72}


(C)
{"formula": "C4H10OS", "method": "the ωB97M-V functional and the def2-TZVPD basis", "elements": ["C", "C", "O", "H", "H", "H", "H", "C", "C", "S", "H", "H", "H", "H", "H", "H"], "coordinates": [[-1.183, -3.122, -0.521], [-1.689, -2.537, 0.572], [-1.287, -1.295, 0.981], [-1.125, -4.190, -0.638], [-1.061, -2.438, -1.357], [-2.416, -3.038, 1.209], [-1.246, -1.325, 1.945], [0.611, 2.973, 0.083], [1.115, 1.714, -0.617], [2.280, 0.774, 0.453], [0.179, 3.583, -0.708], [-0.131, 2.708, 0.835], [1.441, 3.433, 0.614], [1.694, 1.876, -1.518], [0.298, 1.025, -0.835], [2.519, -0.141, -0.497]], "lowdin_charge": [0.0035, -0.2827, -0.0293, 0.0438, 0.0580, 0.1052, 0.1001, -0.1732, -0.6168, 0.6420, 0.0708, 0.0678, 0.0581, 0.0524, 0.0539, -0.1537], "homo_lumo_gap_ev": 9.57}


Least stable of them? (A).


(A)
{"formula": "C4H10OS", "method": "the ωB97M-V functional and the def2-TZVPD basis", "elements": ["C", "C", "O", "H", "H", "H", "H", "C", "S", "C", "H", "H", "H", "H", "H", "H"], "coordinates": [[-0.316, 1.973, -3.452], [0.612, 1.181, -2.555], [0.571, -0.012, -2.442], [-0.448, 2.936, -2.964], [-1.278, 1.536, -3.689], [0.195, 2.131, -4.412], [1.386, 1.819, -2.101], [0.272, -2.186, 1.865], [0.240, -0.436, 2.370], [-1.388, 0.002, 1.666], [1.275, -2.401, 1.510], [-0.479, -2.357, 1.106], [0.059, -2.850, 2.704], [-1.884, 0.787, 2.224], [-1.243, 0.380, 0.652], [-2.000, -0.891, 1.691]], "lowdin_charge": [-0.0600, -0.3233, 0.0430, 0.0684, 0.0737, 0.0855, 0.1128, -0.4245, 0.7067, -0.4250, 0.0217, 0.0256, 0.0271, 0.0234, 0.0207, 0.0244], "homo_lumo_gap_ev": 9.18}


(B)
{"formula": "C4H10OS", "method": "the ωB97M-V functional and the def2-TZVPD basis", "elements": ["C", "C", "O", "H", "H", "H", "H", "C", "C", "S", "H", "H", "H", "H", "H", "H"], "coordinates": [[-0.730, 3.437, -0.319], [0.144, 2.921, 0.534], [-0.155, 2.763, 1.866], [-0.347, 3.602, -1.316], [-1.728, 3.686, 0.001], [1.157, 2.703, 0.227], [0.656, 2.584, 2.345], [-0.028, -2.215, 1.232], [0.732, -1.807, -0.032], [0.010, -2.229, -1.637], [0.441, -3.028, 1.791], [-0.060, -1.398, 1.949], [-1.058, -2.461, 1.004], [1.752, -2.179, 0.018], [0.799, -0.719, -0.079], [-0.084, -3.540, -1.419]], "lowdin_charge": [0.0053, -0.2903, -0.0160, 0.0509, 0.0598, 0.1029, 0.0887, -0.1662, -0.6379, 0.6749, 0.0672, 0.0600, 0.0575, 0.0566, 0.0438, -0.1573], "homo_lumo_gap_ev": 9.67}


(C)
{"formula": "C4H10OS", "method": "the ωB97M-V functional and the def2-TZVPD basis", "elements": ["C", "C", "C", "C", "O", "S", "H", "H", "H", "H", "H", "H", "H", "H", "H", "H"], "coordinates": [[-0.113, -1.976, -0.940], [2.245, -0.073, 0.399], [-2.763, 0.350, 0.208], [0.960, 0.563, -0.129], [-0.294, -1.162, 1.587], [-0.414, -0.807, 0.185], [-0.242, -2.922, -0.488], [-0.420, -1.756, -1.924], [2.222, 0.049, 1.438], [2.573, -1.056, 0.128], [3.068, 0.336, -0.065], [-2.592, 1.265, 0.819], [-2.944, 0.695, -0.840], [-3.427, -0.364, 0.598], [0.739, 0.774, -1.223], [0.763, 1.582, 0.260]], "lowdin_charge": [-0.2584, -0.1430, -0.0195, -0.2684, -0.4550, 0.7896, 0.0058, 0.0027, 0.0607, 0.0762, 0.0464, 0.0062, 0.0041, -0.0289, 0.0922, 0.0891], "homo_lumo_gap_ev": [7.40, 7.86]}


Least stable of them? (C).


(A)
{"formula": "C19H23NO", "method": "the ωB97M-V functional and the def2-TZVPD basis", "elements": ["C", "C", "C", "C", "C", "C", "C", "C", "C", "C", "N", "C", "O", "C", "C", "C", "C", "C", "C", "C", "C", "H", "H", "H", "H", "H", "H", "H", "H", "H", "H", "H", "H", "H", "H", "H", "H", "H", "H", "H", "H", "H", "H", "H"], "coordinates": [[-1.364, -0.221, -3.237], [0.000, -0.624, -2.690], [0.665, 0.524, -1.922], [2.156, 0.239, -1.658], [2.778, 1.374, -0.897], [2.911, 1.312, 0.485], [3.432, 2.382, 1.191], [3.827, 3.529, 0.524], [3.702, 3.599, -0.853], [3.178, 2.530, -1.557], [-0.037, 0.775, -0.670], [-0.080, -0.091, 0.369], [0.374, -1.215, 0.335], [-0.794, 0.472, 1.590], [-2.318, 0.336, 1.431], [-2.712, -1.115, 1.396], [-2.864, -1.824, 2.580], [-3.183, -3.170, 2.561], [-3.352, -3.825, 1.353], [-3.203, -3.126, 0.168], [-2.886, -1.780, 0.191], [-1.845, -1.068, -3.719], [-2.010, 0.131, -2.436], [-1.264, 0.579, -3.969], [0.649, -0.921, -3.515], [-0.100, -1.473, -2.014], [0.584, 1.445, -2.511], [2.231, -0.687, -1.088], [2.657, 0.107, -2.618], [2.608, 0.416, 1.006], [3.532, 2.319, 2.265], [4.236, 4.364, 1.075], [4.013, 4.490, -1.380], [3.084, 2.588, -2.632], [-0.372, 1.711, -0.515], [-0.523, 1.520, 1.733], [-0.473, -0.101, 2.461], [-2.803, 0.831, 2.276], [-2.636, 0.835, 0.513], [-2.730, -1.317, 3.526], [-3.297, -3.709, 3.490], [-3.597, -4.877, 1.336], [-3.331, -3.631, -0.778], [-2.771, -1.242, -0.739]], "lowdin_charge": [-0.1018, -0.2045, -0.3012, -0.1054, -0.2315, -0.0413, -0.0824, -0.0993, -0.0893, -0.0479, 0.1116, -0.5177, 0.0691, -0.0940, -0.1417, -0.2404, -0.0445, -0.0839, -0.0932, -0.0764, -0.0395, 0.0717, 0.0521, 0.0716, 0.1133, 0.1065, 0.1490, 0.1165, 0.1228, 0.1128, 0.1013, 0.0984, 0.1000, 0.1120, 0.1470, 0.1154, 0.1238, 0.1162, 0.1122, 0.1134, 0.1008, 0.0993, 0.1022, 0.0971], "homo_lumo_gap_ev": 9.66}


(B)
{"formula": "C19H23NO", "method": "the ωB97M-V functional and the def2-TZVPD basis", "elements": ["C", "C", "C", "N", "C", "C", "C", "C", "O", "C", "C", "C", "C", "C", "C", "C", "C", "C", "C", "C", "C", "H", "H", "H", "H", "H", "H", "H", "H", "H", "H", "H", "H", "H", "H", "H", "H", "H", "H", "H", "H", "H", "H", "H"], "coordinates": [[5.446, 2.351, -1.291], [4.461, 1.659, -0.384], [4.784, 1.636, 1.094], [3.354, 1.119, -0.828], [2.350, 0.407, -0.020], [0.926, 1.050, -0.155], [0.347, 0.771, -1.546], [-0.073, 0.570, 0.936], [0.458, 1.059, 2.155], [-1.448, 1.289, 0.966], [-1.740, 2.542, 0.279], [-2.921, 3.265, 0.476], [-3.937, 2.709, 1.244], [-3.672, 1.521, 1.963], [-2.474, 0.833, 1.811], [-0.201, -0.970, 1.006], [0.474, -1.723, 2.013], [0.322, -3.129, 2.146], [-0.600, -3.760, 1.325], [-1.306, -3.004, 0.348], [-1.094, -1.649, 0.151], [4.910, 3.053, -1.924], [5.884, 1.637, -1.977], [6.194, 2.934, -0.747], [4.043, 2.256, 1.596], [5.780, 2.033, 1.259], [4.737, 0.564, 1.470], [2.331, -0.624, -0.357], [2.620, 0.393, 1.036], [1.054, 2.158, -0.015], [0.943, 1.328, -2.302], [-0.708, 1.046, -1.608], [0.480, -0.277, -1.787], [-0.240, 1.080, 2.796], [-0.941, 3.011, -0.331], [-3.104, 4.245, 0.029], [-4.894, 3.238, 1.319], [-4.418, 1.082, 2.643], [-2.347, -0.102, 2.410], [1.159, -1.197, 2.678], [0.885, -3.670, 2.947], [-0.835, -4.853, 1.370], [-2.049, -3.473, -0.280], [-1.655, -1.121, -0.630]], "lowdin_charge": [-0.0466, -0.3761, -0.0519, 0.0675, -0.1785, -0.2654, -0.0646, -0.3978, -0.0051, -0.1214, -0.0159, -0.0938, -0.0928, -0.0818, -0.0583, -0.1446, -0.0180, -0.0852, -0.0968, -0.0827, -0.0456, 0.0742, 0.0767, 0.0713, 0.0849, 0.0603, 0.1023, 0.1193, 0.0875, 0.1486, 0.0903, 0.0673, 0.0731, 0.0870, 0.1128, 0.1054, 0.1024, 0.1063, 0.1348, 0.1080, 0.1135, 0.1104, 0.0958, 0.1233], "homo_lumo_gap_ev": 9.59}


Least stable of them? (B).